No. 1
CHO2S2 | wB97M-V/def2-TZVPD

Its frontier orbital gap (spin up / spin down) is 3.9 / 4.0 eV. For the HOMO energy (spin up / spin down), the calculation gives -3.0 / -3.0 eV.

ORCA input file:
```
! wB97M-V def2-TZVPD RIJCOSX def2/J DEFGRID3
* xyz -1 1
C 0.3189 -0.8733 -1.3080
O -1.0462 1.8580 2.9051
O 0.7712 -1.8806 -1.7362
S -0.5023 0.3555 -2.1557
S 0.2967 1.2053 2.5775
H 0.1618 -0.6648 -0.2828
*
```


No. 2
CHO3PS | wB97M-V/def2-TZVPD

Its frontier orbital gap is 4.7 eV. For the HOMO energy, the calculation gives 1.5 eV.

ORCA input file:
```
! wB97M-V def2-TZVPD RIJCOSX def2/J DEFGRID3
* xyz -2 1
C -0.9760 -1.0549 1.5860
O 1.8126 1.4245 0.0337
O -0.4738 1.8202 -0.9604
O 0.6980 -0.1311 -1.7683
P 0.6363 0.9130 -0.7278
S -1.6240 -2.3673 0.9468
H -0.0731 -0.6043 0.8902
*
```


No. 3
CHO3PS | wB97M-V/def2-TZVPD

Its frontier orbital gap (spin up / spin down) is 6.7 / 6.4 eV. Its expectation value of S² is 2.0114. For the HOMO energy (spin up / spin down), the calculation gives -6.9 / -10.3 eV.

ORCA input file:
```
! wB97M-V def2-TZVPD RIJCOSX def2/J DEFGRID3
* xyz 0 3
C 1.5685 -0.1556 0.0366
O 1.0774 -1.2462 0.0356
O -0.9072 0.8408 0.0046
O -2.9729 -0.4232 0.5033
P -2.0028 -0.3299 -0.5324
S 0.6514 1.3211 -0.2370
H 2.5857 -0.0069 0.1892
*
```


No. 4
CHO3PS2 | wB97M-V/def2-TZVPD

Its frontier orbital gap is 9.0 eV. For the HOMO energy, the calculation gives -9.5 eV.

ORCA input file:
```
! wB97M-V def2-TZVPD RIJCOSX def2/J DEFGRID3
* xyz 0 1
C -0.9842 -2.4058 -1.8967
O -0.8353 -1.2819 -1.9223
O -1.1880 -3.5081 -2.0509
O -0.3169 -0.3805 0.6298
P -1.7190 0.2149 0.0452
S -2.9980 -1.0171 0.6834
S -1.7165 1.7329 -1.1159
H 0.6396 0.0617 0.6123
*
```


Values of relative energy (zero: lowest compared OMol25 entry of this formula, charge and spin), in order: 2.852 0.970 1.054 0.522, all in eV.